ORCA calculation (wB97M-V/def2-TZVPD) on 13 unconnected molecules or ions with the total composition C36H103N5O13.

Values from the calculation:
multiplicity = 2
charge = +1
energy above the lowest of the compared OMol25 structures with the same formula, charge and spin = 0.0 kJ/mol
E_HOMO (alpha / beta) = -0.3826 / -0.3826 Eh
frontier orbital gap (alpha / beta) = 8.6 / 2.0 eV

The geometry in XYZ format:
```
157
Properties=species:S:1:pos:R:3:lowdin_charge:R:1
O 1.374 2.000 4.654 -0.108
O 0.716 7.011 3.978 -0.189
O 1.406 -3.203 -3.258 -0.081
O -3.006 -0.780 3.319 0.012
O -3.028 -2.394 -3.134 -0.213
O 5.025 -2.649 4.912 -0.083
O 2.161 3.887 0.338 -0.129
O 3.538 0.803 -5.509 -0.186
O -4.279 3.660 -1.463 -0.041
O -0.467 -2.749 8.283 -0.055
O 1.225 6.204 -1.061 -0.080
O 0.323 0.315 -0.219 -0.191
O -1.919 -5.626 0.206 -0.164
N -0.145 -0.255 3.404 0.293
N -1.098 -4.276 -3.234 0.049
N -4.686 -4.558 -4.320 0.062
N 1.224 4.385 3.003 0.058
N 4.509 -1.685 -6.687 0.035
C -0.074 5.031 2.894 -0.425
C 0.128 0.686 1.114 -0.178
C 2.390 -2.026 -7.714 -0.069
C 0.768 1.293 -1.194 -0.046
C -2.268 -4.929 1.400 -0.112
C -5.744 -2.959 -5.711 -0.049
C -0.218 -6.359 -2.409 -0.037
C 3.523 4.286 0.573 -0.281
C -4.512 -3.257 -4.845 -0.488
C 2.700 -0.257 -5.978 -0.204
C 3.818 -3.000 5.600 -0.309
C 0.669 6.166 -2.331 -0.317
C 0.269 -0.573 2.034 -0.300
C -0.556 -1.751 1.571 -0.039
C 2.631 1.537 4.152 -0.324
C -1.461 -2.867 6.180 -0.077
C -1.308 -5.275 -2.237 -0.402
C 3.320 -1.017 -7.155 -0.460
C 2.831 -3.611 4.604 -0.079
C 0.450 8.188 4.722 -0.105
C -0.227 -3.189 7.002 -0.361
C 2.642 -2.380 -1.504 -0.070
C -2.853 2.355 -2.972 -0.086
C -1.074 3.925 2.699 -0.054
C 2.811 1.612 -4.576 -0.104
C 1.333 -2.258 -2.255 -0.370
C -3.993 0.458 1.549 -0.058
C -3.884 0.237 3.039 -0.303
C -1.408 -4.707 -0.782 -0.162
C -0.369 6.052 3.967 -0.165
C 4.424 3.058 0.560 -0.068
C 0.318 4.728 -2.632 -0.076
C -2.779 -1.276 -2.300 -0.085
C 3.267 0.493 5.046 -0.063
C -3.320 2.652 -1.578 -0.361
C -4.337 -2.261 -3.762 -0.189
H -3.635 1.842 -3.532 0.076
H 0.496 -3.496 -3.341 0.006
H 5.477 3.273 0.741 0.082
H 1.392 -1.596 -7.799 0.078
H 2.449 -1.896 -0.547 0.051
H 0.165 7.960 5.749 0.085
H 4.326 0.321 4.852 0.094
H -1.057 3.183 3.497 0.075
H -5.227 -2.247 -3.132 0.138
H -4.254 -0.474 1.047 0.087
H 0.721 -2.751 6.689 0.089
H 1.312 -0.885 1.986 0.175
H 0.048 5.567 1.952 0.137
H 0.520 -2.350 -1.534 0.085
H -0.841 1.174 1.220 0.103
H -3.939 -4.739 -3.665 0.053
H 2.775 -2.408 -8.659 0.087
H 0.727 -5.996 -2.006 0.075
H -2.475 -5.613 2.223 0.090
H 5.125 -0.982 -6.306 0.066
H 3.498 -1.881 -1.958 0.071
H -1.344 -3.106 5.123 0.056
H 2.512 -2.857 3.885 0.048
H 2.980 0.750 6.066 0.093
H 1.523 7.111 -0.964 0.108
H 4.136 2.323 1.311 0.060
H -1.922 1.790 -2.937 0.067
H 1.742 0.181 -6.259 0.117
H 0.235 2.236 -1.068 0.067
H 3.820 4.931 -0.253 0.115
H -0.423 -4.370 -0.462 0.111
H 2.807 -0.470 4.824 0.038
H -3.420 -0.414 -2.485 0.067
H -0.544 5.601 4.944 0.133
H 3.300 2.398 4.159 0.116
H -3.646 -3.096 -5.486 0.149
H -0.423 -7.297 -1.893 0.081
H -2.072 -3.842 -0.801 0.101
H 1.847 5.057 3.429 0.087
H 3.501 2.314 -4.106 0.085
H -0.368 8.742 4.263 0.087
H 2.388 0.941 -3.829 0.063
H 4.342 -2.241 -5.861 0.071
H 0.026 -2.648 1.359 0.083
H 2.995 -3.408 -1.418 0.081
H 1.090 2.821 4.247 0.024
H -3.124 -4.261 1.305 0.091
H 0.512 0.423 3.762 0.078
H -2.243 -5.808 -2.407 0.125
H 3.659 4.819 1.514 0.107
H -2.355 -3.300 6.630 0.087
H 3.440 -2.166 6.192 0.096
H -1.376 -4.471 1.827 0.063
H -2.087 4.317 2.599 0.084
H -3.841 4.464 -1.754 0.087
H -1.756 -0.943 -2.476 0.090
H 2.307 -2.869 -7.028 0.082
H 0.556 0.804 -2.145 0.069
H -0.029 -6.587 -3.458 0.080
H -4.855 -0.082 3.418 0.132
H 1.837 1.493 -1.130 0.085
H 1.485 6.429 -3.003 0.121
H -5.863 -3.676 -6.524 0.084
H 0.149 -1.006 4.013 0.129
H -2.912 -1.545 -1.252 0.074
H -2.165 -0.579 2.902 0.023
H 2.532 -0.944 -5.148 0.118
H -1.316 6.526 3.707 0.127
H 1.172 -1.254 -2.646 0.081
H -4.389 -1.277 -4.228 0.120
H -0.475 4.361 -1.980 0.060
H -1.349 -2.139 2.210 0.069
H -3.652 1.729 -1.102 0.093
H -0.095 4.666 -3.638 0.085
H -5.683 -1.963 -6.151 0.082
H -2.719 3.273 -3.545 0.076
H -3.037 0.830 1.181 0.054
H 4.111 -3.740 6.345 0.110
H -1.193 -4.780 -4.104 0.106
H -0.897 3.387 1.768 0.057
H 1.642 4.210 2.101 0.032
H 1.290 8.866 4.875 0.089
H 1.215 4.118 -2.536 0.075
H -0.067 -4.267 7.013 0.113
H -0.180 6.842 -2.433 0.122
H 5.333 -3.490 4.566 0.080
H -3.680 1.162 3.579 0.131
H 0.815 1.468 1.439 0.117
H 3.687 -0.362 -7.946 0.145
H 0.337 -2.846 8.798 0.094
H 4.324 2.603 -0.425 0.072
H -1.048 -1.529 0.624 0.086
H 2.066 2.242 -5.062 0.084
H -2.434 2.908 -0.997 0.090
H -6.637 -3.181 -5.127 0.080
H -1.787 -3.542 -3.316 0.042
H 3.158 -4.447 3.986 0.083
H 2.549 1.127 3.146 0.087
H 1.685 4.619 -0.062 0.036
H 1.913 -3.871 5.131 0.049
H -4.773 1.208 1.409 0.096
H -1.693 -1.805 6.101 0.064
H -5.532 -4.513 -3.769 0.081
```


ORCA calculation (wB97M-V/def2-TZVPD) on 13 unconnected molecules or ions with the total composition C36H107N9O13.

Values from the calculation:
energy above the lowest of the compared OMol25 structures with the same formula, charge and spin = 427.1 kJ/mol
E_HOMO = -0.3223 Eh
frontier orbital gap = 9.3 eV

The geometry in XYZ format:
```
165
Properties=species:S:1:pos:R:3:lowdin_charge:R:1
O -5.088 2.251 -0.793 -0.082
O 5.312 -4.498 1.583 -0.183
O 2.953 2.992 -1.865 -0.075
O -1.065 5.485 4.633 -0.173
O -3.696 6.687 -1.823 -0.211
O -0.174 -0.435 -1.107 -0.212
O -3.490 -1.183 -5.549 -0.178
O -3.043 0.352 4.667 -0.190
O 3.474 5.667 -0.630 -0.039
O 2.564 0.744 2.581 -0.222
O -1.872 -1.428 0.466 -0.054
O 0.644 -5.187 1.042 -0.229
O 0.672 -5.906 -6.996 -0.208
N -3.934 0.585 0.967 0.030
N 0.338 -8.157 3.274 0.034
N 5.205 -2.891 -0.675 0.064
N -0.313 4.139 2.216 0.046
N 0.774 -5.677 -3.931 0.059
N 4.577 3.159 2.472 0.035
N -1.658 6.391 0.339 0.048
N 1.202 2.479 0.560 0.035
N -3.314 -2.938 -2.338 0.037
C 4.014 0.859 2.577 -0.152
C 5.760 1.721 0.976 -0.046
C -2.496 1.616 5.002 -0.107
C -3.183 -1.280 -6.941 -0.095
C 0.091 1.571 0.172 -0.376
C 4.401 2.009 1.654 -0.429
C 0.703 0.659 -0.915 -0.165
C -0.091 6.062 3.848 -0.229
C -1.055 2.336 -0.438 -0.049
C -5.339 1.360 2.740 -0.067
C 0.215 -6.714 2.979 -0.402
C 0.922 -5.815 4.037 -0.049
C 0.819 -5.053 -0.362 -0.089
C -3.104 6.198 0.501 -0.422
C -3.930 -2.240 -3.375 -0.461
C -4.162 -0.864 -2.805 -0.069
C 3.120 -1.900 -0.005 -0.055
C -3.775 7.397 1.104 -0.057
C 2.292 -3.760 -4.239 -0.071
C -3.837 6.313 -3.189 -0.096
C 0.009 -1.028 -2.387 -0.067
C -3.860 1.172 2.361 -0.340
C 1.842 5.234 2.342 -0.054
C 4.065 -3.820 1.321 -0.154
C 1.268 -4.628 -4.817 -0.457
C -3.285 0.046 3.317 -0.192
C 4.356 -2.605 0.448 -0.476
C 1.151 -6.286 -8.354 -0.081
C 5.145 -5.665 2.210 -0.165
C 0.659 -6.507 1.526 -0.215
C 0.584 4.857 3.184 -0.329
C 1.735 -5.325 -6.135 -0.169
C -1.947 6.428 5.076 -0.142
C 2.070 -0.358 3.342 -0.089
C -3.169 -2.270 -4.700 -0.194
C -3.678 5.636 -0.849 -0.171
H -2.373 6.147 6.039 0.092
H -3.329 7.620 2.073 0.062
H -5.505 1.551 3.801 0.077
H 1.828 -5.449 -0.480 0.074
H -0.135 0.980 1.059 0.130
H -2.174 -1.630 -7.162 0.078
H -3.333 -3.270 -5.101 0.121
H 3.405 -0.976 -0.509 0.079
H 2.262 -0.310 4.414 0.089
H 6.144 -6.070 2.371 0.098
H -4.190 2.375 -1.101 0.002
H 2.180 4.370 1.770 0.031
H -3.894 -3.162 -1.542 0.084
H 2.007 -3.190 -3.355 0.050
H 3.037 -4.365 -3.722 0.087
H 2.532 -1.264 2.951 0.060
H -3.267 -0.262 -2.648 0.079
H -2.334 1.439 6.065 0.090
H 0.644 1.332 -1.770 0.124
H 0.864 3.360 0.918 0.013
H 0.334 -5.695 4.947 0.074
H 2.281 -4.593 -6.729 0.108
H -0.873 4.779 1.671 0.036
H 2.429 -1.666 0.805 0.075
H 4.464 1.041 3.553 0.125
H -1.007 3.625 2.739 0.062
H -3.790 -2.086 -7.352 0.080
H 1.726 -6.720 1.465 0.118
H 0.749 4.158 4.004 0.141
H -1.609 7.354 0.639 0.060
H 5.623 0.817 0.383 0.062
H -0.808 -6.413 3.206 0.123
H -1.287 -0.975 -0.142 -0.028
H -2.818 6.500 4.424 0.079
H -3.251 2.075 2.389 0.117
H -2.349 -0.317 2.891 0.102
H 0.699 -8.592 2.437 0.052
H 3.404 -4.445 0.720 0.109
H -4.707 -0.855 -1.861 0.074
H -5.966 0.485 2.570 0.082
H -5.001 1.691 -0.021 -0.045
H 3.710 3.400 2.930 0.047
H -4.800 7.148 1.381 0.087
H -4.029 7.232 -3.743 0.084
H -1.567 6.608 -0.644 0.071
H 3.637 -3.473 2.262 0.125
H 4.634 -5.478 3.154 0.087
H 2.308 2.923 -1.161 -0.039
H 4.318 -0.134 2.245 0.101
H 0.327 -0.434 -3.244 0.106
H -4.729 -0.037 0.924 0.077
H 1.781 -7.175 -8.315 0.076
H -3.688 8.342 0.567 0.089
H 1.840 -6.325 4.328 0.060
H -5.777 2.173 2.161 0.075
H 1.250 -4.860 3.626 0.064
H 1.646 2.147 1.404 0.040
H -0.366 6.942 3.266 0.128
H -1.609 7.463 5.122 0.091
H 4.942 -3.830 -0.940 0.071
H -3.134 -0.008 0.796 0.027
H -4.032 -0.743 3.412 0.129
H -1.499 1.884 4.650 0.077
H 0.829 -3.968 -0.466 0.077
H -2.706 -2.263 -1.896 0.031
H 1.695 0.289 -0.658 0.110
H 2.444 -6.131 -5.947 0.119
H -3.067 4.824 -1.244 0.109
H -3.218 2.419 4.854 0.085
H -2.912 5.859 -3.544 0.087
H -1.285 -1.884 1.069 0.048
H 6.616 1.380 1.559 0.081
H -2.094 -2.340 -4.531 0.102
H 6.110 -3.061 -0.260 0.073
H 5.951 2.436 0.176 0.080
H 0.034 -5.557 -0.925 0.088
H 2.589 -3.064 -5.023 0.095
H 0.486 -3.940 -5.135 0.136
H 2.781 5.355 -0.049 0.000
H -4.878 -2.752 -3.538 0.142
H 1.762 6.075 1.653 0.082
H 0.262 -6.477 -8.955 0.080
H 3.677 2.252 0.876 0.117
H -3.367 -0.374 -7.518 0.086
H 0.034 -6.154 -4.426 0.070
H 0.644 6.371 4.591 0.128
H 0.991 -0.466 3.231 0.084
H 0.078 -7.142 0.857 0.128
H 1.745 -5.552 -8.899 0.075
H -4.690 5.264 -0.694 0.120
H 4.233 5.782 -0.058 0.049
H -0.838 -1.597 -2.770 0.065
H 3.374 3.840 -1.723 -0.010
H 4.994 -1.988 1.081 0.125
H -4.808 -0.209 -3.390 0.077
H 5.111 2.860 3.276 0.071
H -0.604 3.148 -1.008 0.090
H 2.681 -2.435 -0.846 0.068
H -4.728 5.711 -3.373 0.088
H -1.649 1.672 -1.065 0.078
H 1.446 -6.418 -4.070 0.065
H 0.726 -1.848 -2.413 0.056
H -1.711 2.864 0.254 0.056
H 2.663 5.441 3.028 0.077
H -3.195 5.300 1.112 0.118
H 1.106 -8.331 3.907 0.057
H 4.535 -6.335 1.604 0.086
```


ORCA calculation (wB97M-V/def2-TZVPD) on a molecular structure, C36H10F17GeINO2STc.

Values from the calculation:
multiplicity = 2
charge = +1
energy above the lowest of the compared OMol25 structures with the same formula, charge and spin = 90.8 kJ/mol
E_HOMO (alpha / beta) = -0.4119 / -0.4126 Eh
frontier orbital gap (alpha / beta) = 5.6 / 6.0 eV

The geometry in XYZ format:
```
70
Properties=species:S:1:pos:R:3:nbo_charge:R:1
I 7.940 -0.926 -5.035 0.202
Tc -0.105 0.177 -1.907 1.159
Ge -0.338 0.040 2.552 1.488
S -0.260 0.074 0.323 -0.413
F 0.863 5.768 4.116 -0.263
F -1.013 -0.499 5.321 -0.303
F -5.363 -2.250 5.021 -0.262
F -2.207 -4.667 -2.955 -0.293
F -3.233 -1.544 6.539 -0.268
F 4.111 -1.469 5.102 -0.269
F 0.015 -2.785 1.802 -0.310
F 2.567 4.373 2.539 -0.271
F -3.099 -0.899 1.143 -0.308
F -2.023 2.086 4.331 -0.295
F 3.938 -3.971 4.094 -0.263
F -1.414 4.634 5.028 -0.269
F 1.894 -4.660 2.454 -0.273
F -4.472 -0.973 -4.676 -0.305
F -5.308 -1.933 2.336 -0.274
F 2.238 0.375 4.468 -0.302
F 1.964 1.797 1.874 -0.298
O 1.150 -0.324 -3.345 -0.626
O 1.809 1.489 -2.331 -0.626
N -1.453 1.404 -2.819 -0.428
C -2.320 -3.348 -3.077 0.446
C -2.024 -0.701 3.223 -0.586
C 1.035 -2.469 2.620 0.403
C 3.113 -1.788 4.291 0.255
C 3.464 0.204 -3.534 -0.211
C -2.550 -0.602 -3.351 -0.149
C -1.292 2.737 -2.790 0.074
C 1.976 -3.427 2.939 0.251
C 1.133 2.506 2.650 0.351
C 3.814 -1.132 -3.733 -0.142
C -4.256 -1.587 3.068 0.252
C -1.386 -2.533 -2.458 -0.297
C 2.154 -0.850 3.948 0.423
C -2.078 -0.875 4.596 0.409
C -1.506 -1.160 -2.589 -0.121
C -3.366 -2.835 -3.822 -0.325
C 6.009 -0.437 -4.373 -0.113
C -4.285 -1.751 4.444 0.319
C -3.462 1.676 -4.059 -0.225
C -3.297 3.050 -4.024 -0.096
C -2.528 0.854 -3.442 0.232
C -0.028 1.897 3.100 -0.507
C 5.095 -1.456 -4.139 -0.237
C 0.580 4.521 3.792 0.324
C -3.124 -1.060 2.470 0.415
C 3.023 -3.074 3.779 0.319
C -3.192 -1.392 5.224 0.258
C 5.666 0.895 -4.187 -0.249
C 1.453 3.806 2.982 0.265
C -0.590 3.938 4.257 0.265
C -3.463 -1.464 -3.947 0.445
C 2.110 0.515 -3.052 0.788
C -0.886 2.634 3.898 0.356
C 1.105 -1.173 3.103 -0.591
C -2.193 3.593 -3.374 -0.247
C 4.392 1.216 -3.755 -0.125
H -4.024 3.693 -4.500 0.243
H -2.037 4.661 -3.325 0.249
H -0.405 3.103 -2.288 0.237
H -0.591 -2.985 -1.878 0.244
H 6.390 1.676 -4.373 0.240
H 3.081 -1.909 -3.565 0.234
H 5.377 -2.490 -4.274 0.238
H -4.090 -3.484 -4.295 0.264
H 4.112 2.250 -3.598 0.235
H -4.312 1.240 -4.558 0.259
```


ORCA calculation (wB97M-V/def2-TZVPD) on a molecular structure, C36H19Cl2N8O3RuS5Se.

Values from the calculation:
multiplicity = 2
energy above the lowest of the compared OMol25 structures with the same formula, charge and spin = 130.6 kJ/mol
E_HOMO (alpha / beta) = -0.2861 / -0.2851 Eh
frontier orbital gap (alpha / beta) = 6.4 / 6.4 eV

The geometry in XYZ format:
```
75
Properties=species:S:1:pos:R:3:lowdin_charge:R:1
Ru 0.853 0.434 0.437 1.194
Se -5.217 -3.969 2.293 1.130
Cl 5.686 1.042 0.216 0.745
Cl 4.717 4.424 4.294 0.691
S 0.722 0.876 -2.028 0.691
S -1.565 2.341 -3.383 0.981
S 2.576 -2.028 0.303 0.646
S -1.153 -2.560 -1.312 0.750
S -2.929 4.864 -4.021 0.597
O 2.918 -1.215 1.447 -0.335
O 2.703 1.038 -0.082 -0.290
O 3.564 -2.175 -0.717 -0.250
N 0.298 3.546 -2.158 0.019
N 0.968 2.095 1.619 -0.026
N -3.543 -3.927 2.893 -0.220
N 0.123 -0.859 2.277 0.073
N -1.297 0.422 0.433 -0.011
N -0.547 4.517 -2.648 -0.118
N 1.096 -1.512 -0.329 -0.279
N -5.019 -2.504 1.306 -0.217
C -0.104 5.865 -2.404 -0.171
C -3.234 -0.921 0.805 -0.116
C 4.544 1.888 1.190 -0.580
C -2.020 1.217 -0.343 -0.147
C 2.650 -4.603 1.506 -0.030
C 1.998 -3.615 0.792 -0.232
C -3.791 -2.100 1.462 -0.336
C -0.807 6.983 -2.838 -0.045
C -2.970 -2.892 2.350 -0.334
C 1.727 3.810 3.671 -0.007
C 0.412 3.534 3.427 -0.036
C 0.739 -3.786 0.258 -0.244
C -0.307 8.254 -2.579 -0.081
C 0.066 2.661 2.386 -0.103
C 2.298 2.358 1.836 -0.127
C 0.883 8.428 -1.897 -0.096
C 0.697 -5.985 1.171 -0.057
C -1.904 -0.606 1.042 -0.201
C -1.647 4.073 -3.331 -1.078
C -0.790 -3.144 3.565 0.024
C 1.095 6.036 -1.706 -0.027
C -3.976 -0.099 -0.037 0.030
C -1.599 -2.480 2.644 -0.084
C 0.453 -2.632 3.846 -0.014
C 0.865 -1.475 3.192 -0.101
C 4.117 3.379 3.039 -0.607
C -0.087 2.355 -2.441 -1.071
C -1.097 -1.354 2.005 -0.164
C 2.724 3.214 2.869 -0.169
C 1.973 -5.799 1.702 -0.063
C 0.069 -4.984 0.444 -0.029
C -3.367 0.999 -0.598 -0.010
C 0.249 -2.569 -0.454 -0.831
C 3.202 1.719 0.925 -0.389
C 1.578 7.308 -1.461 -0.084
C 4.994 2.710 2.239 -0.110
H -3.906 1.680 -1.241 0.117
H -0.968 2.421 2.174 0.110
H -0.866 9.115 -2.924 0.105
H -1.730 6.876 -3.378 0.018
H 1.266 9.422 -1.704 0.101
H 3.650 -4.448 1.891 0.125
H 1.642 5.170 -1.368 0.097
H 1.824 -1.033 3.413 0.114
H -1.174 -4.029 4.057 0.125
H -5.017 -0.334 -0.215 0.127
H -1.507 2.061 -0.764 0.061
H -0.918 -5.121 0.020 0.100
H 2.511 7.424 -0.925 0.103
H 0.193 -6.931 1.322 0.108
H 6.058 2.814 2.398 0.110
H 1.104 -3.095 4.574 0.119
H -0.370 3.970 4.033 0.110
H 2.449 -6.599 2.253 0.107
H 2.018 4.476 4.471 0.097
```